Computed, not measured: a structure of composition C12H33ClN3O3Ti at a distorted geometry, with wB97M-V/def2-TZVPD.

The geometry in XYZ format:
```
53
C12H33ClN3O3Ti | OMol25 | wB97M-V/def2-TZVPD
Ti 0.59910 -0.46329 1.62348
Cl 2.76526 0.94372 4.30693
C 4.15553 0.82081 -2.92798
C 4.17463 1.76883 -1.81414
C 3.67942 3.19717 -2.07786
O 4.48191 3.82991 -3.10571
C 5.91321 3.78188 -2.94292
N 3.40013 1.16677 -0.73877
H 3.14622 0.63280 -3.29409
H 4.55730 -0.10405 -2.51409
H 4.81320 0.93482 -3.78971
H 5.19913 1.87424 -1.45723
H 3.64531 3.81217 -1.17858
H 2.68269 3.11059 -2.51044
H 6.45635 4.39398 -3.66294
H 6.18399 2.79283 -3.31246
H 6.30060 4.00756 -1.94939
H 3.59859 1.61546 0.14406
H 3.80794 0.24376 -0.69570
C -3.15158 -3.12082 3.31689
C -2.05286 -3.92122 2.64191
C -2.30140 -4.05070 1.11622
O -3.49361 -4.82101 0.76383
C -3.66911 -4.82515 -0.60664
N -0.82550 -3.25795 2.94439
H -2.86118 -2.66167 4.26185
H -3.96612 -3.83922 3.40924
H -3.52091 -2.36621 2.62245
H -1.92815 -4.91845 3.06392
H -1.47045 -4.56590 0.63436
H -2.27767 -3.08121 0.61859
H -2.87046 -5.30072 -1.17593
H -3.50785 -3.81493 -0.98287
H -4.56610 -5.21936 -1.08425
H -0.21369 -4.06126 2.92254
H -0.68436 -2.90393 3.87972
C -3.41808 0.76846 -0.86490
C -2.06339 1.51013 -0.93707
C -1.88854 2.45535 0.27668
O -1.80386 1.66093 1.43801
C -1.86428 2.45159 2.62521
N -0.95803 0.61307 -1.04282
H -4.22297 1.45480 -0.60186
H -3.49244 0.07917 -0.02381
H -3.76486 0.20513 -1.73122
H -2.12880 2.20034 -1.77817
H -2.74408 3.13068 0.26721
H -0.93948 2.98368 0.18579
H -1.02747 3.14257 2.72718
H -1.94455 1.72294 3.43189
H -2.79592 3.01329 2.55723
H -1.07637 -0.07977 -1.76813
H -0.06663 1.05758 -1.20990
```

Properties
2S+1: 4
Energy relative to the best compared isomer or geometry (same formula, charge and spin) (eV): 5.021
Maximum force (eV/Å): 2.92
Gap between HOMO and LUMO (spin up / spin down) (eV): 6.69 / 6.65
Net charge: 0

---

Computed, not measured: a structure of composition C12H33CrN3O7S at a distorted geometry, with wB97M-V/def2-TZVPD.

The geometry in XYZ format:
```
57
C12H33CrN3O7S | OMol25 | wB97M-V/def2-TZVPD
Cr -0.04770 0.70781 0.62926
S 1.46671 2.20176 2.29451
O 2.53913 1.49391 2.96380
O 1.52493 2.06400 0.83431
O 0.21359 1.49520 2.51073
O 1.45129 3.65604 2.63507
C 2.10499 -2.79233 0.26875
C 2.37637 -1.62755 1.17193
C 3.32507 -0.65315 0.48300
O 2.79078 -0.11904 -0.73106
C 3.73931 0.22015 -1.72277
N 1.16485 -0.96337 1.66408
H 2.99798 -3.35587 -0.00162
H 1.63622 -2.38530 -0.62718
H 1.39813 -3.44871 0.77631
H 2.99810 -1.94152 2.01036
H 4.28094 -1.17468 0.53221
H 3.56446 0.17318 1.15231
H 3.27838 0.89842 -2.44082
H 3.99124 -0.67847 -2.28588
H 4.58743 0.75217 -1.29178
H 0.74412 -1.69515 2.21868
H 1.54141 -0.35458 2.37660
C -4.01623 2.59487 0.52554
C -2.77758 1.84826 1.01920
C -2.86106 0.28161 0.91260
O -1.71076 -0.35375 1.49498
C -1.95063 -0.95676 2.80013
N -1.61901 2.25930 0.24860
H -3.83422 3.65955 0.37912
H -4.78591 2.58276 1.29726
H -4.37328 2.22503 -0.43562
H -2.69709 2.11648 2.07261
H -2.92796 -0.02706 -0.13064
H -3.82389 -0.13690 1.20570
H -2.16703 -0.21011 3.56419
H -1.06068 -1.54407 3.02629
H -2.74139 -1.70674 2.81861
H -1.94083 2.58771 -0.65067
H -1.30708 3.11818 0.67884
C -0.05468 0.74960 -3.75862
C -0.56582 0.24382 -2.41647
C -0.55521 -1.22660 -2.20551
O -0.85046 -1.45538 -0.85318
C -1.08671 -2.81943 -0.63679
N 0.27342 0.87783 -1.46194
H 0.94905 0.41750 -4.02381
H -0.05626 1.83424 -3.86664
H -0.74010 0.36631 -4.51452
H -1.58742 0.61196 -2.32210
H 0.42340 -1.66518 -2.40059
H -1.11766 -1.72323 -2.99615
H -2.04490 -3.07099 -1.09141
H -1.25067 -2.87138 0.43956
H -0.27109 -3.51308 -0.84099
H 0.23735 1.86082 -1.69114
H 1.22489 0.57175 -1.60726
```

Properties
2S+1: 5
Energy relative to the best compared isomer or geometry (same formula, charge and spin) (eV): 0.180
Maximum force (eV/Å): 5.69
Gap between HOMO and LUMO (spin up / spin down) (eV): 6.10 / 7.66
Net charge: 0

---

Computed, not measured: a structure of composition C12H33FeNO12P at a distorted geometry, with wB97M-V/def2-TZVPD.

The geometry in XYZ format:
```
60
C12H33FeNO12P | OMol25 | wB97M-V/def2-TZVPD
Fe -0.83146 1.02595 -0.30640
P -0.55329 3.41834 -1.25277
O -0.13694 2.85251 0.03947
O 0.81086 3.85807 -1.87379
O -1.33277 4.76078 -1.06726
O -1.15802 2.18380 -1.83528
C -2.43164 2.85572 2.72239
C -2.97220 2.66947 1.29784
O -2.63571 1.42718 0.64277
O -3.34371 2.10893 3.53654
H -2.44964 3.83406 3.20261
H -1.43665 2.52009 3.01468
H -2.54994 3.43965 0.65236
H -4.05114 2.72554 1.15349
H -3.22529 0.76928 1.01847
H -3.21760 1.16255 3.43618
C 0.04479 -0.30254 4.30874
C 0.59200 0.03724 2.93733
O -0.38578 0.18770 1.84309
O -0.96777 0.55135 4.69412
H 0.86288 0.00603 4.95960
H -0.18389 -1.34051 4.55047
H 1.35364 -0.66441 2.59718
H 1.09250 1.00347 2.87421
H -0.92070 -0.59714 1.98269
H -1.80948 0.15923 4.45049
C -2.65409 -1.08332 -1.67325
C -2.74984 -2.57970 -2.03176
O -3.18486 -3.34561 -0.92157
O -1.56628 -0.88780 -0.78952
H -3.64497 -0.83763 -1.29128
H -2.63509 -0.39875 -2.52126
H -1.75235 -2.74513 -2.43889
H -3.50532 -2.59625 -2.81731
H -2.49437 -3.56743 -0.29258
H -1.74164 -1.45211 -0.03295
C 4.15007 -0.27790 0.97404
O 3.21842 -1.36868 1.08173
C 2.76520 -1.88830 -0.09850
C 1.30198 -1.32472 -0.26836
N 1.14304 0.11719 -0.67494
C 1.84123 0.51987 -1.87472
C 1.64862 -0.35865 -3.09783
O 2.45737 -1.51599 -3.04938
C 2.47561 -2.18653 -4.29168
H 5.15527 -0.56416 0.66463
H 4.28197 -0.07265 2.03638
H 3.74918 0.59787 0.46374
H 2.67775 -2.97453 -0.12200
H 3.36499 -1.52764 -0.93413
H 0.67790 -1.62899 0.57191
H 0.83570 -1.92322 -1.05096
H 1.77052 0.44874 0.04369
H 2.88488 0.80912 -1.75130
H 1.45044 1.51114 -2.10441
H 1.83877 0.18625 -4.02251
H 0.60313 -0.58026 -3.31215
H 3.13274 -3.05221 -4.20866
H 2.86825 -1.62599 -5.14005
H 1.47274 -2.47839 -4.60340
```

Properties
2S+1: 5
Maximum force (eV/Å): 10.72
Gap between HOMO and LUMO (spin up / spin down) (eV): 2.71 / 2.72
Net charge: -1

---

Computed, not measured: a cluster of 4 separate species, C12H33IN3O3 in total at a distorted geometry, with wB97M-V/def2-TZVPD.

The geometry in XYZ format:
```
52
C12H33IN3O3 | OMol25 | wB97M-V/def2-TZVPD
I 1.63912 0.26232 0.17488
C -1.60852 -1.28459 -2.82838
C -2.39759 -0.04751 -2.40615
C -3.91620 -0.19256 -2.40182
O -4.33312 -0.75794 -3.62995
C -5.73579 -0.90268 -3.69129
N -2.00887 0.34517 -1.02328
H -1.81188 -2.13445 -2.16624
H -0.52969 -1.16230 -2.69727
H -1.76035 -1.58595 -3.86941
H -2.07124 0.81311 -2.99525
H -4.39681 0.78611 -2.27191
H -4.19126 -0.81850 -1.53955
H -6.23982 0.06594 -3.78396
H -6.11686 -1.42047 -2.80341
H -5.95269 -1.51609 -4.56590
H -0.99111 0.26494 -0.97522
H -2.32150 -0.37529 -0.37292
C -1.71185 2.79739 4.80802
C -1.29519 1.77860 3.73340
C -2.31435 1.68401 2.61572
O -3.57930 1.28155 3.11844
C -4.47948 0.85254 2.15504
N -0.02569 2.22343 3.16719
H -1.52260 3.82201 4.48714
H -1.13434 2.60013 5.71474
H -2.77485 2.73076 5.05798
H -1.31660 0.81566 4.26630
H -1.92459 0.94578 1.91168
H -2.44629 2.68413 2.18532
H -5.47528 0.83674 2.61297
H -4.28186 -0.16193 1.79349
H -4.61691 1.51893 1.29475
H 0.18320 1.75068 2.27627
H 0.73548 1.86182 3.73956
C 5.63509 -1.54756 1.46325
C 5.94309 -0.82219 0.12867
C 5.35749 -1.59241 -1.03732
O 5.59187 -0.88234 -2.23187
C 5.23873 -1.64500 -3.34832
N 5.41311 0.56352 0.16422
H 5.79116 -0.94353 2.35337
H 6.26985 -2.43574 1.60600
H 4.61839 -1.94403 1.41774
H 7.02415 -0.69215 0.01692
H 4.28706 -1.74417 -0.86358
H 5.85517 -2.56984 -1.09024
H 5.93123 -2.48574 -3.51841
H 5.39451 -1.03332 -4.24026
H 4.20815 -2.00270 -3.29292
H 4.40023 0.50968 0.32600
H 5.76541 0.90603 1.05577
```

Properties
Energy relative to the best compared isomer or geometry (same formula, charge and spin) (eV): 0.604
Maximum force (eV/Å): 1.48
Gap between HOMO and LUMO (eV): 6.99
Net charge: -1

---

Computed, not measured: a structure of composition C12H33LiN4O6 at a distorted geometry, with wB97M-V/def2-TZVPD.

The geometry in XYZ format:
```
56
C12H33LiN4O6 | OMol25 | wB97M-V/def2-TZVPD
Li -0.29429 0.31727 -0.02365
N -1.41308 0.04280 2.97435
O -2.56002 -0.13174 3.39732
O -1.22330 0.45390 1.78413
O -0.41543 -0.08268 3.71321
C -2.67113 1.61203 -3.25835
C -1.65904 1.00060 -2.30796
C -0.27024 0.98233 -2.92094
O 0.65912 0.47060 -1.97416
C 1.94192 0.22548 -2.49714
N -1.56046 1.67782 -0.99423
H -2.66858 1.09790 -4.22823
H -2.43025 2.65768 -3.47961
H -3.70121 1.56464 -2.90826
H -1.94891 -0.03172 -2.07997
H 0.02565 1.99336 -3.24038
H -0.27448 0.33726 -3.81074
H 2.65212 0.31651 -1.66945
H 2.24485 0.97453 -3.23291
H 2.01830 -0.79447 -2.88380
H -1.40793 2.67373 -1.14382
H -2.43213 1.63417 -0.47096
C -0.78447 -3.08767 1.60936
C -1.30116 -2.77031 0.20870
C -2.70999 -2.22126 0.24824
O -3.21934 -2.27696 -1.07723
C -4.58027 -1.98286 -1.16567
N -0.46157 -1.73874 -0.42433
H -0.84203 -2.24286 2.29658
H 0.26045 -3.40786 1.57452
H -1.35628 -3.90721 2.05062
H -1.35404 -3.71659 -0.34120
H -2.73894 -1.19626 0.64186
H -3.34042 -2.80900 0.93411
H -4.85619 -1.13382 -0.52320
H -5.20720 -2.83461 -0.88052
H -4.79277 -1.69517 -2.19522
H -0.72940 -1.73385 -1.40863
H 0.52626 -1.98116 -0.41719
C 1.95983 2.74782 0.97426
C 2.62720 1.39528 1.27630
C 3.34921 1.43266 2.60964
O 4.12265 0.26642 2.79488
C 5.40869 0.35737 2.23819
N 1.59789 0.35241 1.24559
H 1.25905 3.00466 1.77322
H 1.41074 2.65878 0.03875
H 2.71232 3.53665 0.92482
H 3.36928 1.25346 0.48335
H 2.63826 1.40990 3.43764
H 3.96399 2.34206 2.67227
H 5.41647 0.88485 1.27421
H 5.78389 -0.64915 2.07644
H 6.06944 0.92333 2.90721
H 2.08215 -0.54462 1.25373
H 1.10484 0.37235 2.14424
```

Properties
Energy relative to the best compared isomer or geometry (same formula, charge and spin) (eV): 0.000
Maximum force (eV/Å): 1.09
Gap between HOMO and LUMO (eV): 8.36
Net charge: 0

---

Computed, not measured: a cluster of 4 separate species, C12H33NO5 in total at a distorted geometry, with wB97M-V/def2-TZVPD.

The geometry in XYZ format:
```
51
C12H33NO5 | OMol25 | wB97M-V/def2-TZVPD
C 2.75293 0.23910 1.23159
C 2.59024 1.57385 0.60626
O 1.41095 2.17528 1.08307
H 3.61856 -0.29177 0.83542
H 1.89813 -0.38993 0.98313
H 2.83639 0.35211 2.31251
H 2.38822 1.57565 -0.46485
H 3.48784 2.17912 0.73298
H 1.24533 3.06768 0.77033
C 6.88124 0.14098 2.12114
C 6.62053 1.18027 1.03499
O 7.68979 2.12826 1.24035
H 7.87131 -0.30145 2.01111
H 6.32562 -0.78465 1.97079
H 6.90032 0.46036 3.16312
H 5.67937 1.73006 1.04303
H 6.81924 0.72247 0.06596
H 8.48060 1.74070 0.85821
C -2.77510 2.93557 0.31150
C -1.71881 3.94245 0.84971
O -0.59476 4.09807 0.07375
H -3.33390 3.37043 -0.51720
H -3.48482 2.71472 1.10877
H -2.31493 2.01305 -0.04249
H -1.38198 3.62377 1.83616
H -2.25252 4.85657 1.10979
H -0.80397 4.58208 -0.72848
C 1.95142 -1.27564 -1.67041
O 0.84657 -1.60077 -0.83847
C -0.48768 -1.49977 -1.28072
C -1.57119 -2.46182 -0.66725
N -2.95580 -2.05375 -1.17900
C -3.92107 -3.13866 -0.86224
C -5.37655 -2.83976 -1.26077
O -5.84182 -1.83763 -0.46410
C -7.26375 -1.68765 -0.46222
H 2.81772 -1.71313 -1.17420
H 1.98640 -0.20783 -1.88638
H 1.87772 -1.75795 -2.64511
H -0.44329 -1.51303 -2.36973
H -0.73352 -0.47156 -1.01530
H -1.56131 -2.59218 0.41487
H -1.24443 -3.41117 -1.09159
H -3.25193 -1.10235 -1.01388
H -3.87030 -3.20882 0.22432
H -3.54775 -4.08254 -1.25952
H -5.92566 -3.77958 -1.31838
H -5.46986 -2.36079 -2.23544
H -7.73258 -2.58977 -0.06918
H -7.51455 -1.66332 -1.52270
H -7.60262 -0.78533 0.04677
```

Properties
SMILES: COCCNCCOC.CCO.CCO.CCO
Energy relative to the best compared isomer or geometry (same formula, charge and spin) (eV): 2.889
Maximum force (eV/Å): 3.60
Gap between HOMO and LUMO (eV): 9.28
Net charge: 0

---

Computed, not measured: a cluster of 7 separate species, C12H33NO9 in total at a distorted geometry, with wB97M-V/def2-TZVPD.

The geometry in XYZ format:
```
55
C12H33NO9 | OMol25 | wB97M-V/def2-TZVPD
C 3.26965 -1.31932 -3.43265
O 3.43979 -0.08799 -4.13774
H 3.23238 -1.17176 -2.35447
H 2.24226 -1.65906 -3.61708
H 3.95519 -2.08806 -3.77849
H 3.78191 -0.30323 -5.00740
C 0.67422 -0.97515 -0.57854
O 0.35116 -1.75285 0.55190
H 1.10457 -1.67034 -1.30651
H -0.15659 -0.58342 -1.16329
H 1.45810 -0.23590 -0.40298
H -0.43187 -1.40663 0.99417
C -2.38889 -1.67485 -2.31291
O -2.75088 -2.71098 -3.23054
H -3.07360 -1.62430 -1.46073
H -1.45680 -1.99665 -1.86235
H -2.29518 -0.70394 -2.79772
H -3.55028 -2.44482 -3.69331
C 4.16548 -2.46927 0.68022
O 5.23239 -2.29832 1.62190
H 3.45248 -1.66004 0.56033
H 4.62915 -2.58848 -0.30729
H 3.65824 -3.39729 0.95238
H 5.71559 -3.12374 1.65666
C 0.55723 -4.07170 -2.75926
O 0.19435 -2.92720 -3.53975
H 1.56268 -4.34836 -3.06495
H 0.47673 -3.89048 -1.68645
H -0.13959 -4.86700 -3.03171
H -0.73821 -2.93681 -3.78394
C 0.54923 2.83034 0.20722
C 0.81537 4.19518 0.82232
C 0.69370 4.24784 2.34058
O 1.79365 5.07436 2.75480
C 2.60169 5.31956 1.71280
O 3.53524 6.03417 1.66451
O 2.16722 4.58617 0.62079
H -0.52444 2.67477 0.09975
H 0.99411 2.02517 0.79057
H 0.98430 2.78928 -0.79135
H 0.15604 4.92507 0.34690
H 0.89186 3.30020 2.84590
H -0.23532 4.66405 2.72287
C -3.81221 -0.04322 1.85752
O -2.81263 -0.73524 1.77154
N -4.18848 0.68634 2.92294
C -5.45901 1.35540 2.95407
C -3.25650 1.04300 3.97266
H -4.52523 -0.04883 1.01327
H -6.04772 1.19457 2.05269
H -5.34838 2.44134 3.05676
H -6.11162 1.10822 3.79633
H -2.36417 0.41975 3.97640
H -2.89976 2.06973 3.86655
H -3.76860 0.83070 4.91412
```

Properties
SMILES: C[C@H]1COC(=O)O1.CN(C)C=O.CO.CO.CO.CO.CO
Maximum force (eV/Å): 1.77
Gap between HOMO and LUMO (eV): 10.00
Net charge: 0

---

Computed, not measured: a cluster of 6 separate species, C12H34F6N5O7S2 in total at a distorted geometry, with wB97M-V/def2-TZVPD.

The geometry in XYZ format:
```
66
C12H34F6N5O7S2 | OMol25 | wB97M-V/def2-TZVPD
N 3.28858 -1.90762 -0.59536
H 2.56420 -2.31034 -0.01814
H 3.44646 -0.99812 -0.18550
H 2.87145 -1.79821 -1.50866
H 4.09021 -2.51577 -0.68273
N 0.11052 0.06682 1.00066
H 0.17873 0.55716 0.12031
H -0.87285 0.08491 1.23038
H 0.61242 0.75730 1.54051
H 0.42609 -0.89020 0.93270
C 0.28271 1.47964 -3.29824
N -0.62275 1.00257 -4.39769
C -1.39789 2.13716 -5.09585
C 0.18701 0.24837 -5.45555
C -1.64611 -0.03388 -3.86963
C -1.17366 -1.23560 -2.98462
O -1.06199 -0.73036 -1.68887
H -0.30559 1.88489 -2.47497
H 0.99003 2.14486 -3.79352
H 0.73266 0.54336 -2.96806
H -1.88142 2.86438 -4.44358
H -2.16221 1.74290 -5.76552
H -0.62891 2.58794 -5.72321
H 0.52662 -0.75902 -5.21486
H 1.00120 0.89359 -5.78551
H -0.44497 0.09490 -6.33028
H -2.18293 -0.52723 -4.67989
H -2.39736 0.49448 -3.28263
H -0.23222 -1.68088 -3.30636
H -1.89066 -2.05583 -3.01959
H -0.63712 -1.39038 -1.13619
C 0.29749 4.50063 0.38910
F 0.62354 5.44542 -0.45208
F 0.16645 5.20053 1.53336
F -0.81498 3.97883 -0.09757
S 1.66153 3.16125 0.54030
O 1.40426 2.32258 -0.65403
O 2.94168 3.88128 0.59253
N 1.18725 2.31672 1.98271
S 2.12400 2.91251 3.08585
O 3.51590 2.46203 3.07899
O 2.10076 4.37629 3.24503
C 1.44021 2.17183 4.73328
F 0.13972 2.49436 4.84667
F 1.48828 0.82518 4.83323
F 1.99819 2.73711 5.79151
C 0.86711 -5.00237 -0.05073
C -0.08821 -3.87567 0.27480
O 0.42239 -2.58063 0.04902
H 1.77836 -5.00795 0.54735
H 1.19283 -4.88959 -1.08479
H 0.44691 -6.00805 -0.03918
H -0.33158 -4.10496 1.31225
H -0.93280 -4.03003 -0.39672
C -2.52390 0.10372 3.20237
O -2.32824 0.09122 1.94438
N -2.03428 -0.91781 3.95987
C -1.36830 -2.09959 3.47743
C -2.48430 -1.06888 5.31700
H -3.28388 0.71897 3.70843
H -1.46391 -2.33830 2.41820
H -1.76780 -2.93434 4.05336
H -0.31998 -2.06536 3.77399
H -2.96691 -0.19730 5.75918
H -3.19512 -1.89409 5.27372
H -1.66301 -1.43711 5.93182
```

Properties
Maximum force (eV/Å): 6.73
Gap between HOMO and LUMO (eV): 7.73
Net charge: +1